1.
{"formula": "C21H10Cl56O3", "method": "wB97M-V/def2-TZVPD", "e_tot_ha": -26802.0470, "largest_force_ev_per_a": 10.87, "charge": 0, "orbital_gap_ev": 8.0, "e_lumo_ev": -1.183, "elements": ["C", "C", "O", "C", "O", "O", "C", "C", "C", "C", "H", "H", "H", "H", "H", "H", "H", "H", "H", "H", "C", "Cl", "Cl", "Cl", "Cl", "C", "Cl", "Cl", "Cl", "Cl", "C", "Cl", "Cl", "Cl", "Cl", "C", "Cl", "Cl", "Cl", "Cl", "C", "Cl", "Cl", "Cl", "Cl", "C", "Cl", "Cl", "Cl", "Cl", "C", "Cl", "Cl", "Cl", "Cl", "C", "Cl", "Cl", "Cl", "Cl", "C", "Cl", "Cl", "Cl", "Cl", "C", "Cl", "Cl", "Cl", "Cl", "C", "Cl", "Cl", "Cl", "Cl", "C", "Cl", "Cl", "Cl", "Cl", "C", "Cl", "Cl", "Cl", "Cl", "C", "Cl", "Cl", "Cl", "Cl"], "xyz": [[0.25767, 0.43833, 1.10953], [0.36862, 1.73069, 0.52051], [0.35110, 3.07311, -0.14036], [-0.38150, 2.80516, -1.42070], [0.21603, 1.90439, -2.24806], [-1.63849, 3.52317, -1.77766], [-2.74620, 2.58916, -2.00763], [-3.93569, 2.58847, -0.89405], [-4.44406, 1.01242, -0.67929], [-3.57603, 3.23905, 0.55828], [0.01016, -0.72293, 1.20063], [-2.36504, 1.48062, -2.19315], [-3.24707, 2.91431, -3.04123], [-4.87166, 3.17727, -1.34379], [-5.37912, 0.80461, -1.39175], [-3.56812, 0.23277, -0.87231], [-4.73797, 0.88254, 0.46636], [-2.60207, 3.88175, 0.61134], [-3.50972, 2.41828, 1.40759], [-4.50544, 3.92370, 0.86201], [4.02085, 1.13095, 2.97241], [4.64887, -0.29194, 3.84168], [5.27844, 1.76174, 1.87918], [2.58851, 0.66202, 2.02216], [3.56772, 2.39199, 4.14668], [1.92090, -1.26907, -2.12758], [1.02631, -0.81504, -0.65508], [2.61886, 0.19130, -2.87239], [3.22870, -2.40195, -1.70246], [0.80963, -2.05048, -3.28038], [-0.77913, 3.38093, 4.17242], [-1.96859, 4.70720, 4.20109], [0.56061, 3.76067, 5.28395], [-1.56545, 1.86666, 4.68545], [-0.14303, 3.18930, 2.51921], [4.62090, -5.91907, -0.28472], [3.72631, -5.46504, 1.18777], [5.31886, -4.45870, -1.02953], [5.92870, -7.05195, 0.14039], [3.50963, -6.70048, -1.43752], [0.42086, 0.86845, -6.13470], [1.94853, -0.03281, -6.30387], [-0.27912, 1.15863, -7.74728], [-0.72321, -0.08087, -5.15266], [0.73733, 2.42887, -5.33509], [4.62086, 4.43510, -0.90140], [4.77801, 6.03081, -1.67837], [4.33475, 4.65007, 0.84403], [3.25051, 3.55501, -1.62394], [6.12026, 3.50460, -1.14726], [-3.17910, -3.45490, -2.91139], [-4.07369, -3.00088, -1.43889], [-2.48115, -1.99453, -3.65620], [-1.87130, -4.58778, -2.48627], [-4.29037, -4.23631, -4.06418], [3.12090, 2.46330, -10.00231], [1.70587, 2.71488, -11.05541], [2.71935, 1.26788, -8.74361], [4.48716, 1.86403, -10.97633], [3.57112, 4.00641, -9.23382], [6.12090, 8.96332, -4.12729], [4.80413, 9.64947, -5.11216], [6.56107, 7.35712, -4.76051], [7.53921, 10.03928, -4.19937], [5.57907, 8.80732, -2.43716], [-3.77913, -4.35211, 2.72655], [-4.96859, -3.02583, 2.75521], [-2.43939, -3.97237, 3.83807], [-4.56545, -5.86637, 3.23958], [-3.14303, -4.54374, 1.07334], [-2.27914, -8.03782, 6.36939], [-2.12199, -6.44211, 5.59243], [-2.56525, -7.82284, 8.11482], [-3.64949, -8.91790, 5.64686], [-0.77974, -8.96831, 6.12354], [-1.37914, -0.65781, 8.26942], [-1.77731, 1.01596, 7.80618], [0.33045, -0.74654, 8.76341], [-2.41672, -1.16104, 9.62761], [-1.65288, -1.73955, 6.88041], [-7.97914, -5.42028, -5.45560], [-8.61699, -7.04443, -5.09513], [-6.31719, -5.56062, -6.08235], [-9.01051, -4.63489, -6.67787], [-7.97178, -4.44127, -3.96700], [4.58948, -0.51048, 9.68950], [6.28972, -0.48817, 10.22180], [3.87273, -2.09958, 10.05776], [3.68261, 0.76266, 10.54459], [4.51294, -0.21695, 7.93381]], "forces_ev_per_angstrom": [[-1.30, 9.81, -4.50], [-1.81, -8.22, 2.55], [-2.10, -4.06, -0.23], [2.13, -4.65, -5.07], [-4.56, 6.38, 5.68], [3.73, -2.47, 2.15], [-1.75, -1.46, -1.73], [-0.50, -0.51, 0.29], [-0.05, 0.30, 0.30], [-0.76, 0.26, 0.71], [0.51, 3.32, 0.46], [-0.47, 2.47, 0.56], [1.33, -0.54, 2.23], [2.24, -1.20, 0.97], [2.18, 0.20, 1.68], [-1.88, 1.69, 0.22], [0.33, 0.24, -2.60], [-1.87, -1.18, -0.34], [0.02, 1.56, -1.87], [2.18, -1.38, -0.58], [0.30, -0.25, 0.03], [-0.06, 0.24, -0.06], [-0.23, -0.47, 0.37], [1.32, 0.55, 0.70], [0.11, -0.30, -0.32], [0.13, -0.43, -0.34], [1.37, -1.17, -2.63], [-0.07, -0.48, 0.29], [-0.45, 0.37, -0.14], [0.59, -0.11, 0.48], [0.10, 0.10, -0.07], [0.23, -0.30, 0.01], [-0.40, -0.07, -0.17], [0.21, 0.42, -0.33], [-0.45, 0.92, 1.58], [-0.04, -0.03, 0.03], [0.22, -0.09, -0.38], [0.12, -0.57, 0.25], [-0.32, 0.29, -0.11], [0.27, 0.21, 0.28], [-0.08, 0.22, 0.00], [-0.52, -0.16, 0.45], [-0.19, -0.11, 0.51], [0.26, 0.65, -0.62], [-0.04, -0.43, -0.31], [-0.15, 0.03, 0.02], [-0.05, -0.70, 0.29], [-0.06, 0.25, -0.53], [0.34, 0.13, 0.18], [-0.31, 0.20, 0.04], [-0.10, -0.03, -0.06], [0.13, 0.08, -0.71], [-0.45, -0.46, 0.29], [-0.29, 0.28, -0.05], [0.39, 0.28, 0.42], [0.04, -0.11, 0.02], [0.29, -0.05, 0.23], [0.60, 0.69, -0.83], [-0.30, 0.16, 0.19], [-0.12, -0.37, -0.18], [0.03, 0.01, -0.09], [0.32, -0.17, 0.25], [-0.12, 0.40, 0.18], [-0.36, -0.27, 0.03], [0.21, 0.39, -0.48], [-0.06, -0.21, -0.08], [0.30, -0.28, -0.01], [-0.24, 0.23, -0.37], [0.14, 0.44, -0.19], [-0.07, -0.08, 0.81], [0.09, 0.06, 0.06], [-0.01, -0.68, 0.38], [0.06, -0.06, -0.42], [0.31, 0.21, 0.15], [-0.37, 0.21, 0.06], [0.05, 0.07, 0.10], [0.10, -0.52, 0.30], [-0.40, 0.02, -0.13], [0.25, 0.10, -0.33], [0.03, 0.24, 0.27], [-0.10, 0.01, 0.05], [0.18, 0.41, -0.10], [-0.46, -0.05, 0.01], [0.28, -0.20, 0.30], [-0.01, -0.25, -0.37], [0.04, 0.02, -0.04], [-0.42, -0.01, -0.13], [0.14, 0.38, -0.09], [0.19, -0.31, -0.21], [-0.01, -0.06, 0.41]]}

2.
{"formula": "C23H64N3O11", "method": "wB97M-V/def2-TZVPD", "e_tot_ha": -1905.8637, "largest_force_ev_per_a": 19.74, "de_lowest_kcal_mol": 102.0, "charge": -1, "orbital_gap_ev": 7.8, "e_lumo_ev": 2.254, "elements": ["C", "O", "H", "H", "H", "C", "O", "H", "H", "H", "H", "C", "O", "H", "H", "H", "H", "C", "O", "H", "H", "H", "H", "C", "O", "H", "H", "H", "H", "C", "O", "C", "C", "N", "C", "C", "O", "C", "H", "H", "H", "H", "H", "H", "H", "H", "H", "H", "H", "H", "H", "H", "H", "C", "O", "C", "C", "N", "C", "C", "O", "C", "H", "H", "H", "H", "H", "H", "H", "H", "H", "H", "H", "H", "H", "H", "H", "C", "O", "C", "C", "N", "C", "C", "O", "C", "H", "H", "H", "H", "H", "H", "H", "H", "H", "H", "H", "H", "H", "H", "H"], "xyz": [[-5.92773, 5.42794, 25.80614], [-6.20486, 5.66989, 27.21821], [-4.84215, 4.94684, 25.83181], [-5.75727, 6.48531, 25.46170], [-6.72435, 5.03296, 25.37572], [-4.71495, 3.94086, 29.52443], [-4.50140, 3.77653, 28.18933], [-5.53604, 3.43318, 29.93095], [-5.08938, 4.90774, 29.81147], [-3.57082, 3.63793, 30.10948], [-5.08998, 4.52482, 27.81596], [-8.82912, 7.63648, 28.57304], [-7.57693, 8.02033, 28.24450], [-9.45796, 8.52848, 27.89669], [-8.98322, 7.94880, 29.49674], [-9.17416, 6.60064, 28.30536], [-7.10280, 7.35742, 27.79137], [-4.22794, 8.16402, 27.36830], [-3.64767, 6.99661, 27.21008], [-4.62306, 8.53452, 26.33641], [-3.65699, 8.82209, 27.65638], [-4.78014, 8.22888, 28.27906], [-4.37825, 6.40860, 27.00703], [-7.75362, 2.34470, 27.19852], [-8.09237, 3.60758, 27.74227], [-7.30914, 2.12838, 27.98797], [-6.98100, 2.52036, 26.42678], [-8.74327, 1.89915, 26.96472], [-7.38984, 4.28061, 27.48852], [-0.41862, 6.12078, 25.22907], [-0.79519, 4.76286, 24.96809], [-1.36618, 4.11556, 26.11887], [-1.91175, 2.74006, 25.66295], [-2.33265, 2.14761, 26.82319], [-3.14137, 0.91512, 26.54125], [-3.89435, 0.20173, 27.78829], [-4.68885, -0.73358, 27.21929], [-5.52661, -1.42855, 28.09324], [-0.26960, 6.65719, 24.39917], [0.72627, 5.97628, 25.54648], [-1.03208, 6.68220, 25.96167], [-2.32491, 4.56191, 26.50381], [-0.55519, 4.09212, 26.85941], [-1.11747, 2.11828, 25.02964], [-2.83122, 3.02134, 24.94811], [-2.99515, 2.86901, 27.41596], [-2.47152, 0.18208, 26.06247], [-3.97829, 1.09378, 25.81835], [-4.41386, 0.83747, 28.47467], [-3.17987, -0.27955, 28.46969], [-6.32170, -0.88814, 28.33669], [-4.89352, -1.63653, 28.86737], [-5.92785, -2.31283, 27.53673], [-7.36004, 9.49399, 25.09545], [-7.40207, 10.89648, 25.58420], [-8.13481, 11.06544, 26.80894], [-8.49124, 12.61752, 26.95240], [-9.31156, 12.80108, 28.04223], [-9.67513, 14.16929, 28.18203], [-10.83962, 14.23918, 29.22124], [-11.00217, 15.54116, 29.64426], [-12.05065, 15.71205, 30.62255], [-6.64112, 9.62488, 24.24466], [-8.32028, 9.17019, 24.84473], [-6.87837, 8.82521, 25.69436], [-7.75483, 10.68747, 27.55041], [-8.99086, 10.55332, 26.81311], [-9.19761, 12.84901, 25.94270], [-7.53403, 13.20598, 27.13775], [-10.21698, 12.19695, 27.95150], [-9.75640, 14.54826, 27.23631], [-8.96272, 14.80795, 28.51080], [-10.66376, 13.69242, 30.15310], [-11.76699, 13.91087, 28.81455], [-12.26438, 16.81040, 31.06179], [-12.03183, 15.00018, 31.40890], [-13.14662, 15.49669, 30.16393], [-4.41087, 7.02957, 22.97835], [-3.44910, 6.85464, 21.99323], [-3.45749, 5.48697, 21.60108], [-2.38184, 5.28327, 20.53083], [-2.14996, 3.89911, 20.26123], [-0.91576, 3.79406, 19.54316], [-0.64180, 2.32248, 19.30576], [0.71639, 2.29335, 18.80755], [1.21198, 0.93018, 18.71927], [-4.30436, 8.08954, 23.43079], [-4.08945, 6.42268, 23.85868], [-5.49385, 6.83603, 22.79551], [-4.33485, 5.38489, 20.99017], [-3.17636, 4.63964, 22.20589], [-1.48006, 5.68425, 20.85221], [-2.50174, 6.10422, 19.77247], [-3.17998, 3.77797, 19.59121], [-0.25907, 4.15294, 19.93251], [-1.02067, 4.24991, 18.48755], [-1.45662, 1.92383, 18.57979], [-0.76887, 1.75805, 20.20465], [0.85432, 0.24288, 19.61935], [2.33412, 0.69749, 18.56496], [0.78936, 0.49283, 18.09186]], "forces_ev_per_angstrom": [[5.49, 3.92, 4.81], [0.15, -1.08, -0.55], [-2.29, 0.06, -1.24], [-0.13, -0.92, -0.83], [-3.06, -2.47, -2.53], [4.06, -0.29, 2.65], [-0.89, 0.93, -1.52], [-0.93, -2.23, 0.54], [0.90, 1.32, -0.14], [-3.66, 0.99, -1.21], [0.05, -0.43, -0.41], [-2.51, 1.55, -6.10], [1.78, 1.29, 0.59], [0.25, -2.71, 1.61], [-1.20, 0.64, 4.56], [0.52, 0.99, 0.33], [1.32, -2.08, -1.04], [-6.27, -1.85, -3.65], [2.23, -3.44, -0.56], [-0.44, -0.20, 1.95], [7.28, 6.85, 1.99], [-2.44, -0.45, 0.17], [-0.33, -0.77, 0.41], [-3.24, 3.63, -5.51], [-0.49, 3.09, -0.68], [4.13, -4.89, 6.48], [-0.79, -0.80, -0.38], [1.19, -0.51, -0.27], [-0.62, -0.16, 0.50], [2.76, -3.05, 3.83], [-1.50, 1.04, 0.13], [-0.22, -0.16, -1.47], [0.93, 1.83, -3.39], [-3.72, -1.38, 3.91], [-0.77, 0.24, 1.22], [2.88, 1.23, -0.57], [-1.20, -0.89, -2.34], [1.76, -2.14, -3.59], [-0.29, 1.78, -3.64], [-2.13, 0.86, 0.34], [0.27, -0.62, -0.26], [1.26, 0.58, -0.13], [-0.52, -0.38, 0.31], [-1.61, 1.13, 1.38], [1.79, -0.68, 0.80], [1.85, -2.23, -1.86], [-0.24, 0.08, 0.30], [0.54, 0.18, 0.32], [-0.72, 1.23, -0.06], [0.54, -0.18, -0.15], [-3.43, 2.61, 1.50], [0.94, -1.38, 2.78], [0.65, 0.40, 0.64], [1.64, 4.27, -1.73], [-0.31, -1.53, 0.62], [-1.28, 6.86, -7.99], [0.58, -2.25, -3.39], [-2.59, -1.85, 2.39], [-2.77, -2.13, 2.55], [0.72, 0.18, -0.26], [-1.21, 3.00, 1.48], [-3.15, 1.72, -1.79], [-1.13, -0.40, 0.17], [-1.53, -0.53, -0.66], [1.04, -1.61, 2.41], [5.41, -3.38, 8.02], [-4.15, -1.91, -0.88], [2.59, 0.06, 1.81], [-1.24, -0.45, -1.00], [2.21, 1.45, 0.19], [-1.95, 1.39, -2.84], [3.01, 1.35, 1.90], [0.59, -0.87, -0.49], [-0.94, -0.71, -0.66], [1.51, -2.38, -1.23], [0.69, -0.63, 1.00], [2.31, 0.29, 0.39], [0.35, 1.68, 3.50], [-0.01, -1.09, -0.21], [1.44, 0.56, -2.99], [-0.16, 2.71, 0.73], [-5.20, 0.74, -2.42], [-14.00, -8.25, -11.20], [-0.17, 0.33, -1.86], [0.21, -1.82, 0.31], [5.92, 4.51, 11.05], [-0.31, -1.36, -1.15], [-0.62, 0.04, -0.47], [0.80, -0.05, -0.62], [-1.28, -0.83, 0.45], [-0.82, 0.31, 1.72], [2.00, 0.51, 1.74], [-0.70, -1.34, -0.83], [4.30, -0.77, 1.95], [13.36, 7.62, 8.63], [0.43, -0.28, 1.35], [1.55, 0.36, 0.70], [0.28, -0.41, 0.81], [1.00, 1.77, -0.87], [-1.62, 1.47, 0.50], [-6.67, -6.44, -10.78]]}

3.
{"formula": "C16H6Br2Cl4N2O2Pt", "method": "wB97M-V/def2-TZVPD", "e_tot_ha": -7981.1971, "largest_force_ev_per_a": 2.99, "charge": 0, "orbital_gap_ev": [5.6, 5.6], "e_lumo_ev": [-0.575, -0.575], "elements": ["Pt", "Br", "C", "C", "C", "N", "C", "C", "C", "C", "C", "Br", "C", "C", "N", "H", "H", "H", "H", "H", "H", "Cl", "C", "C", "Cl", "C", "Cl", "C", "O", "C", "O", "C", "Cl"], "xyz": [[-0.34140, 0.36919, -2.78915], [1.25290, -4.96873, 1.45573], [0.87195, -3.62383, 0.18811], [0.74211, -3.94343, -1.17952], [0.40308, -2.93867, -2.05201], [0.17404, -1.67926, -1.66932], [0.32206, -1.39196, -0.36102], [0.68958, -2.31214, 0.60044], [1.07073, 0.93143, -0.32995], [1.89225, 1.45767, 0.64159], [2.79472, 2.44286, 0.26781], [3.86626, 3.28821, 1.57060], [2.87957, 2.82856, -1.09582], [2.05346, 2.22436, -1.99820], [1.12916, 1.29788, -1.65393], [0.89492, -4.95518, -1.51755], [0.28722, -3.13295, -3.10870], [0.79904, -2.02752, 1.63458], [1.80659, 1.13669, 1.66802], [3.58016, 3.58914, -1.39911], [2.10264, 2.47477, -3.04919], [-2.70542, 0.81057, 4.24408], [-2.53297, 0.77644, 2.53245], [-3.61390, 1.13076, 1.71072], [-5.08803, 1.61136, 2.43721], [-3.48690, 1.08874, 0.34277], [-4.79958, 1.52361, -0.66666], [-2.28449, 0.67693, -0.33163], [-2.27100, 0.61808, -1.58694], [-1.20978, 0.35731, 0.54999], [0.08693, -0.03705, 0.03660], [-1.34145, 0.40038, 1.94148], [-0.02442, -0.02422, 2.96649]], "forces_ev_per_angstrom": [[0.41, 0.67, 0.02], [0.01, 0.20, -0.17], [-0.13, -0.10, -1.01], [0.20, -0.10, 1.39], [-0.09, 0.43, 0.02], [-0.03, 0.54, 1.85], [0.06, -1.92, -2.11], [-0.06, 0.22, 0.26], [1.00, 1.75, -2.21], [-0.02, 0.03, 0.30], [-0.08, 0.17, -1.07], [-0.09, -0.14, -0.14], [0.16, -0.13, 1.73], [-0.37, -0.29, -0.07], [-0.45, -1.14, 1.22], [0.00, -0.08, -0.07], [-0.01, 0.01, -0.06], [-0.02, -0.01, 0.02], [0.02, 0.03, -0.01], [0.06, 0.04, -0.08], [-0.12, -0.10, 0.06], [0.07, -0.02, 0.11], [0.36, -0.12, 0.07], [0.07, -0.01, -0.45], [-0.14, 0.05, 0.02], [-0.26, 0.11, 0.47], [-0.04, 0.00, -0.10], [0.32, -0.20, -1.14], [-0.33, -0.14, 0.45], [-0.61, 0.33, 0.51], [0.09, -0.08, -0.14], [-0.17, 0.06, 0.13], [0.18, -0.07, 0.20]]}